Record 1
Here is 2 unconnected molecules or ions with the total composition C2H6IO2 at a distorted geometry from the OMol25 dataset. Energies are from ωB97M-V/def2-TZVPD.

XYZ file:
```
11
C2H6IO2 ωB97M-V/def2-TZVPD
I -2.12718 3.51661 -0.20536
C 0.11302 -1.06669 0.59370
C -0.10629 -0.07033 -0.49779
O 0.49278 1.20163 -0.24648
O 1.30213 -1.81399 0.31470
H -0.76764 -1.70894 0.60104
H 0.10103 -0.54417 1.55022
H -1.14653 0.23011 -0.62326
H 0.20191 -0.42586 -1.48101
H -0.10751 1.91047 -0.48896
H 2.04433 -1.22888 0.48319
```

As for the charge: -1. The calculation puts the energy above the lowest of the compared OMol25 structures with the same formula, charge and spin at 10.7 kcal per mole. Its HOMO-LUMO gap is 7.186 eV. The energy is -528.05230 Eh. The HOMO energy comes out at -3.7 eV.



Record 2
Here is 2 unconnected molecules or ions with the total composition C2H6IOP at a distorted geometry from the OMol25 dataset. Energies are from ωB97M-V/def2-TZVPD.

XYZ file:
```
11
C2H6IOP ωB97M-V/def2-TZVPD
C 0.14523 -1.11509 0.21030
C -1.11744 1.22410 -0.31758
O -1.85864 1.04414 0.73080
P 0.65367 0.62667 -0.10213
I 4.04528 -0.03697 -0.00443
H -0.84844 -1.26713 0.10828
H 0.52832 -1.54110 1.11444
H 0.76367 -1.71957 -0.60807
H -1.43091 2.17569 -0.80876
H -1.63130 0.24853 1.23237
H 0.75055 0.36073 -1.55522
```

As for the charge: 0. The calculation puts the energy above the lowest of the compared OMol25 structures with the same formula, charge and spin at 97.0 kcal per mole. Its HOMO-LUMO gap (spin up / spin down) is 4.696 / 7.910 eV. The energy is -793.96738 Eh. The HOMO energy (spin up / spin down) comes out at -7.4 / -8.7 eV.



Record 3
Here is 2 unconnected molecules or ions with the total composition C2H6IPS at a distorted geometry from the OMol25 dataset. Energies are from ωB97M-V/def2-TZVPD.

XYZ file:
```
11
C2H6IPS ωB97M-V/def2-TZVPD
C 0.11029 -0.26971 1.47591
C 0.08831 0.32027 -1.31741
P 0.97827 -0.72426 -0.08215
S 1.13039 -3.62424 -0.07529
I 3.05745 0.50600 0.17526
H 0.10481 0.80833 1.61492
H -0.91099 -0.64093 1.42423
H 0.60834 -0.74900 2.31277
H -0.06170 1.33392 -0.94542
H 0.65822 0.34755 -2.24344
H -0.87993 -0.13729 -1.51638
```

As for the charge: 0. The calculation puts the energy above the lowest of the compared OMol25 structures with the same formula, charge and spin at 55.5 kcal per mole. Its HOMO-LUMO gap (spin up / spin down) is 6.996 / 6.972 eV. The energy is -1116.96584 Eh. The HOMO energy (spin up / spin down) comes out at -8.8 / -8.6 eV.



Record 4
Here is a molecular structure, C2H6IrO3 at a distorted geometry from the OMol25 dataset. Energies are from ωB97M-V/def2-TZVPD.

XYZ file:
```
12
C2H6IrO3 ωB97M-V/def2-TZVPD
O 0.39451 0.50119 -1.14570
Ir -1.38755 -0.16430 -1.37038
O 0.17743 -1.15561 -1.35887
C 1.08255 0.86154 0.03107
C 0.31390 0.55075 1.30114
H 2.06209 0.35526 0.03232
H 1.26610 1.94560 -0.04835
H 0.30236 -0.52999 1.49986
H 0.78471 1.04700 2.16103
H -0.72526 0.90637 1.22630
O -2.14649 -1.81843 -1.50145
H -2.12432 -2.49939 -0.82697
```

As for the charge: +1. As for the expectation value of S²: 6.02. The calculation puts the energy above the lowest of the compared OMol25 structures with the same formula, charge and spin at 17.6 kcal per mole. Its HOMO-LUMO gap (spin up / spin down) is 7.438 / 8.023 eV. The energy is -409.23932 Eh. The HOMO energy (spin up / spin down) comes out at -14.7 / -15.8 eV. The multiplicity is 5.



Please write out number 1 again, unchanged.
Here is 2 unconnected molecules or ions with the total composition C2H6IO2 at a distorted geometry from the OMol25 dataset. Energies are from ωB97M-V/def2-TZVPD.

XYZ file:
```
11
C2H6IO2 ωB97M-V/def2-TZVPD
I -2.12718 3.51661 -0.20536
C 0.11302 -1.06669 0.59370
C -0.10629 -0.07033 -0.49779
O 0.49278 1.20163 -0.24648
O 1.30213 -1.81399 0.31470
H -0.76764 -1.70894 0.60104
H 0.10103 -0.54417 1.55022
H -1.14653 0.23011 -0.62326
H 0.20191 -0.42586 -1.48101
H -0.10751 1.91047 -0.48896
H 2.04433 -1.22888 0.48319
```

As for the charge: -1. The calculation puts the energy above the lowest of the compared OMol25 structures with the same formula, charge and spin at 10.7 kcal per mole. Its HOMO-LUMO gap is 7.186 eV. The energy is -528.05230 Eh. The HOMO energy comes out at -3.7 eV.



Which of these has the lowest energy? C2H6IPS